No. 1
A molecular structure, C40H48N7OPd, computed with ωB97M-V with the def2-TZVPD basis set.

Summary:
HOMO energy (spin up / spin down) (eV): -9.697 / -9.683
Gap between HOMO and LUMO (spin up / spin down) (eV): 4.7 / 4.7
Net charge: +1
LUMO level (spin up / spin down) (eV): -5.0 / -5.0

```
97
C40H48N7OPd, DFT ωB97M-V with the def2-TZVPD basis set
Pd -0.0356 0.3867 0.0016
C -2.2714 0.5352 -5.9008
C -1.1655 1.4598 -5.3862
C -0.4578 0.8870 -4.1990
C 0.5432 -0.0367 -4.1916
C 1.1757 -0.7356 -5.3528
C 0.7260 -2.1953 -5.4678
C 0.8942 -0.2569 -2.8120
N 0.0905 0.4790 -2.0002
C -0.7122 1.2233 -2.8202
C -1.5385 2.2380 -2.3850
C -1.6566 2.6979 -1.0897
C -2.5786 3.7295 -0.6801
C -3.3505 4.5971 -1.6217
C -2.4771 5.6799 -2.2618
C -2.5563 3.7581 0.6792
C -1.6338 2.7328 1.0993
C -1.5204 2.2818 2.3886
C -0.7437 1.2166 2.8196
N 0.0283 0.4493 2.0071
C 0.7958 -0.3338 2.8295
C 1.8648 -1.0861 2.4078
C 2.3224 -1.1927 1.1081
N 1.7631 -0.5706 0.0218
C 2.3617 -1.1771 -1.0718
C 1.9645 -1.0162 -2.3756
C 3.3885 -2.0870 -0.6511
C 3.3662 -2.0919 0.7097
C 4.1912 -2.9319 1.6324
C 3.5421 -4.2955 1.8901
C 4.3041 -2.8636 -1.5436
C 5.6263 -2.1317 -1.7870
C 0.4206 -0.1150 4.2054
C -0.5321 0.8567 4.2001
C -1.2634 1.4595 5.3563
C -2.6524 0.8433 5.5438
C 1.0326 -0.8281 5.3687
C 0.5143 -2.2622 5.5074
N -0.9993 2.1959 -0.0022
C -3.3147 4.6486 1.6107
C -2.4324 5.7434 2.2164
H -2.8164 1.0009 -6.7215
H -2.9837 0.3005 -5.1086
H -1.8556 -0.4051 -6.2641
H -1.5917 2.4324 -5.1357
H -0.4385 1.6456 -6.1794
H 2.2646 -0.6920 -5.2662
H 0.9196 -0.2012 -6.2689
H 0.9908 -2.7636 -4.5742
H 1.1926 -2.6788 -6.3254
H -0.3557 -2.2597 -5.5894
H -2.1476 2.7317 -3.1288
H -4.1732 5.0644 -1.0801
H -3.8084 3.9810 -2.3994
H -2.0891 6.3608 -1.5038
H -3.0506 6.2644 -2.9804
H -1.6221 5.2451 -2.7816
H -2.0949 2.8055 3.1401
H 2.4035 -1.6431 3.1626
H 2.5337 -1.5397 -3.1310
H 4.3436 -2.4109 2.5796
H 5.1837 -3.0689 1.2002
H 2.5150 -4.1755 2.2410
H 4.0959 -4.8585 2.6410
H 3.5092 -4.8903 0.9768
H 3.8183 -3.0680 -2.4992
H 4.4978 -3.8369 -1.0886
H 5.4520 -1.1545 -2.2396
H 6.2715 -2.7043 -2.4525
H 6.1627 -1.9707 -0.8515
H -1.3539 2.5391 5.2157
H -0.6743 1.3209 6.2636
H -3.2468 0.9240 4.6322
H -3.1934 1.3407 6.3481
H -2.5750 -0.2156 5.7920
H 0.8184 -0.2724 6.2822
H 2.1205 -0.8363 5.2667
H -0.5705 -2.2722 5.6181
H 0.9469 -2.7509 6.3799
H 0.7659 -2.8598 4.6287
H -3.7636 4.0503 2.4076
H -4.1442 5.1045 1.0702
H -1.5765 5.3182 2.7425
H -2.9984 6.3500 2.9226
H -2.0458 6.4022 1.4383
O -2.9845 -1.9252 1.0037
C -2.4279 -1.0244 0.5128
N -1.9925 -0.0529 -0.0783
N -0.7184 -4.7757 0.5389
C -0.7550 -4.7089 -0.8321
C -0.4659 -3.4137 -1.1352
N -0.2551 -2.6867 0.0150
C -0.4176 -3.5391 0.9961
H -0.9121 -5.5859 1.1010
H -0.9900 -5.5608 -1.4441
H -0.3984 -2.9583 -2.1097
H -0.3430 -3.3130 2.0482
```

---

No. 2
A molecular structure, C40H49Br2N3O2PSeSiSr, computed with ωB97M-V with the def2-TZVPD basis set.

Summary:
HOMO energy (eV): -4.793
Gap between HOMO and LUMO (eV): 6.9
Net charge: -1
LUMO level (eV): 2.1

```
100
C40H49Br2N3O2PSeSiSr, DFT ωB97M-V with the def2-TZVPD basis set
Sr 0.2174 0.0394 0.2277
C 2.6629 -4.0355 6.7153
C 3.7583 -3.2677 5.9656
C 4.7031 -4.2856 5.3286
C 4.5565 -2.4311 6.9735
C 3.1345 -2.3444 4.9168
C 3.5839 -2.2849 3.6065
C 2.9906 -1.4039 2.7219
Br 3.6822 -1.2848 0.9499
C 1.9132 -0.5588 3.0419
O 1.3912 0.1846 2.1075
C 1.4901 -0.5794 4.4021
C 2.1095 -1.4652 5.2742
C 0.3908 0.3655 4.8936
C 0.8015 1.8179 4.6129
C 0.1614 0.2372 6.3989
C -0.9411 0.0425 4.2041
H 3.1109 -4.7337 7.4284
H 2.0422 -4.6051 6.0210
H 2.0081 -3.3663 7.2743
H 5.0799 -4.9665 6.0960
H 5.5656 -3.8034 4.8643
H 4.2004 -4.8831 4.5654
H 5.0178 -3.0736 7.7297
H 3.9134 -1.7119 7.4848
H 5.3458 -1.8688 6.4702
H 4.3873 -2.9140 3.2504
H 1.7864 -1.4693 6.3075
H 1.7606 2.0374 5.0905
H 0.0524 2.5033 5.0207
H 0.8979 2.0013 3.5465
H 1.0584 0.4839 6.9722
H -0.1639 -0.7665 6.6822
H -0.6252 0.9348 6.6973
H -0.8388 0.0307 3.1242
H -1.6928 0.7972 4.4543
H -1.3146 -0.9328 4.5261
Br -8.9508 0.0147 -4.4975
C -7.2037 0.3323 -5.1421
C -6.9274 1.5127 -5.8087
C -5.6390 1.7351 -6.2843
C -4.6494 0.8001 -6.0630
C -4.9374 -0.3887 -5.4127
C -6.2195 -0.6281 -4.9454
N -3.3342 0.9826 -6.6855
N -2.3216 1.0716 -5.9715
C -2.2559 1.2091 -4.5467
C -3.2287 1.5983 -3.6495
C -2.9841 1.6755 -2.2787
C -1.7528 1.3358 -1.7248
O -1.5514 1.2993 -0.4556
C -0.6690 1.0320 -2.6689
N 0.5924 0.8134 -2.1549
C 1.5556 0.4686 -2.9665
C 1.3699 0.3278 -4.3560
C 0.1434 0.5743 -4.8845
C -0.9394 0.9497 -4.0422
H -7.7046 2.2490 -5.9598
H -5.3990 2.6484 -6.8147
H -4.1521 -1.1164 -5.2502
H -6.4496 -1.5472 -4.4248
H -4.2141 1.8781 -3.9855
H -3.7775 1.9597 -1.6000
H 2.5319 0.2872 -2.5258
H 2.1995 0.0234 -4.9800
H -0.0351 0.4852 -5.9457
C 0.7297 -5.2852 -0.9275
Si 0.4751 -3.7846 -2.0080
C 2.1852 -3.0946 -2.4203
C -0.2609 -4.3748 -3.6267
Se -0.8998 -2.3155 -1.0552
H 1.2998 -6.0644 -1.4442
H -0.2347 -5.6979 -0.6248
H 1.2774 -5.0028 -0.0248
H 2.9660 -3.8266 -2.1934
H 2.4052 -2.1952 -1.8424
H 2.2532 -2.8425 -3.4826
H 0.4288 -5.0189 -4.1823
H -0.5025 -3.5083 -4.2474
H -1.1849 -4.9311 -3.4526
C -1.2054 4.5276 2.9763
P -1.3723 3.1421 1.7688
C -3.1834 3.2288 1.5159
C -0.6223 3.9860 0.3209
C 0.7401 3.7532 0.1293
C 1.4329 4.3478 -0.9152
C 0.7679 5.1904 -1.7946
C -0.5876 5.4318 -1.6176
C -1.2742 4.8357 -0.5673
H -0.1490 4.7495 3.1318
H -1.6331 4.2328 3.9367
H -1.7080 5.4334 2.6272
H -3.5205 4.1276 0.9956
H -3.6364 3.2282 2.5100
H -3.5272 2.3513 0.9724
H 1.2710 3.0919 0.8104
H 2.4881 4.1424 -1.0455
H 1.3005 5.6510 -2.6170
H -1.1139 6.0840 -2.3036
H -2.3360 5.0225 -0.4643
```

---

No. 3
A molecular structure, C40H49Cl2IrN2O2P3, computed with ωB97M-V with the def2-TZVPD basis set.

Summary:
Expectation value of S²: 8.844
HOMO energy (spin up / spin down) (eV): -7.534 / -12.635
2S+1: 6
Gap between HOMO and LUMO (spin up / spin down) (eV): 2.5 / 3.4
Net charge: +2
LUMO level (spin up / spin down) (eV): -5.0 / -9.2

```
99
C40H49Cl2IrN2O2P3, DFT ωB97M-V with the def2-TZVPD basis set
P -4.4073 -3.9217 1.1301
C -5.2464 -2.7995 2.1836
C -6.6546 -2.6322 2.0448
H -7.1234 -2.8946 1.0945
C -7.3828 -2.1603 3.1309
H -8.4693 -2.1252 3.0882
C -6.7204 -1.7174 4.2845
H -7.3013 -1.3765 5.1421
C -5.3219 -1.6816 4.3304
H -4.8210 -1.2647 5.2045
C -4.5709 -2.2080 3.2836
H -3.4812 -2.2189 3.2889
C -4.4389 -3.6610 -0.6110
C -5.0053 -2.4651 -1.1257
H -5.2771 -1.6620 -0.4366
C -5.2570 -2.3437 -2.4863
H -5.6772 -1.4163 -2.8744
C -5.0003 -3.4045 -3.3569
H -5.2773 -3.3294 -4.4120
C -4.3799 -4.5597 -2.8720
H -4.1465 -5.3671 -3.5640
C -4.0653 -4.6881 -1.5254
H -3.5719 -5.5928 -1.1592
C -3.3257 -5.1659 1.7251
C -3.9041 -6.3878 2.1624
H -4.9934 -6.4172 2.2418
C -3.0740 -7.4623 2.4472
H -3.4881 -8.4265 2.7250
C -1.6826 -7.3150 2.3898
H -1.0395 -8.1600 2.6321
C -1.1115 -6.0881 2.0345
H -0.0262 -5.9811 2.0285
C -1.9186 -5.0097 1.6808
H -1.5214 -4.0307 1.3978
Ir 0.1497 0.4684 -0.3020
C 0.4798 -0.5229 -2.0755
C -0.1267 -1.6721 -2.4184
H 1.1272 -0.0110 -2.8123
C -1.0106 -2.4393 -1.4392
O -0.5769 -3.8265 -1.4319
H -0.9506 -4.2720 -0.6419
C -0.9298 -1.9719 -0.0711
H -2.0674 -2.3358 -1.7825
C -0.3219 -1.0638 0.6269
Cl 1.2257 2.3246 -1.3210
Cl -0.4278 1.4198 1.8557
P -1.7030 1.6216 -0.9032
C -1.7247 3.3563 -0.3129
H -0.9590 3.9308 -0.8435
H -1.4987 3.3717 0.7593
H -2.7165 3.7947 -0.4753
C -1.9117 1.6757 -2.7112
H -2.2129 0.6856 -3.0767
H -0.9624 1.9677 -3.1740
H -2.6904 2.4041 -2.9706
C -3.2874 0.9400 -0.3103
H -3.1794 0.5643 0.7139
H -3.6153 0.1277 -0.9716
H -4.0446 1.7381 -0.3280
P 0.1732 -2.3935 -4.0752
C 1.1562 -1.2436 -5.0248
C -1.4099 -2.6694 -4.8760
H 2.0315 -0.9423 -4.4363
H 0.5525 -0.3603 -5.2733
H 1.4971 -1.7226 -5.9533
H -2.0783 -3.2317 -4.2112
H -1.2541 -3.2455 -5.7996
H -1.8674 -1.7040 -5.1327
C 1.0154 -3.9612 -3.9043
H 2.0723 -3.7800 -3.6722
H 0.9391 -4.5407 -4.8340
H 0.5338 -4.4896 -3.0718
H -0.1841 -1.2114 1.7012
C 4.1434 1.1333 4.3152
N 3.3691 0.2002 3.5336
N 2.7379 0.6172 2.4144
C 2.3870 -0.4719 1.6496
O 1.9650 -0.3456 0.4648
C 2.6639 -1.6031 2.4810
C 3.3600 -1.1453 3.5818
C 4.0710 -1.8610 4.6614
C 2.8406 1.9556 1.9696
C 3.7759 2.2499 0.9902
C 3.9634 3.5852 0.6415
C 3.1354 4.5669 1.1926
C 2.1456 4.2395 2.1244
C 2.0476 2.9280 2.5730
H 3.5629 2.0342 4.5304
H 5.0735 1.4186 3.8006
H 4.3981 0.6380 5.2538
H 2.3936 -2.6108 2.2166
H 5.1631 -1.7448 4.5707
H 3.7696 -1.5019 5.6557
H 3.8394 -2.9305 4.5934
H 4.3504 1.4347 0.5500
H 4.7431 3.8332 -0.0793
H 3.2563 5.6079 0.8833
H 1.4556 4.9863 2.5188
H 1.3413 2.6314 3.3451
```

---

The following energy above the lowest of the compared OMol25 structures with the same formula, charge and spin values (in kcal per mole) correspond, in order, to the records above: 21.68 27.66 0.00.
The following max |F| values (in eV Å⁻¹) correspond, in order, to the records above: 1.30 1.39 3.93.
The following calculated total energy values (in a.u.) correspond, in order, to the records above: -2139.2553 -10079.6477 -3861.6055.